Formula: C4H6N2O
Source: the Open Molecules 2025 dataset
Level of theory: the ωB97M-V functional and the def2-TZVPD basis

Properties
Highest occupied orbital energy, eV: -7.39
ΔE to the lowest compared entry with this formula, charge and spin, kcal/mol: 23.94
Calculated total energy, Ha: -340.7568
LUMO, eV: 0.8
Structure (SMILES): Nc1c[nH]c(O)c1
Orbital gap, eV: 8.233

```
13
Properties=species:S:1:pos:R:3:forces:R:3
N -0.085 -2.023 -1.082 0.1 -0.1 0.1
C 0.031 -0.736 -0.528 0.1 0.2 0.0
C 0.889 0.259 -0.904 0.0 -0.2 -0.1
N 0.670 1.355 -0.064 -0.2 0.1 0.0
C -0.354 1.042 0.781 0.1 -0.2 -0.2
O -0.747 1.988 1.675 -0.1 -0.1 0.1
C -0.786 -0.232 0.541 0.0 0.0 0.0
H 0.764 -2.315 -1.550 -0.1 0.0 0.0
H -0.334 -2.715 -0.387 0.0 0.1 -0.1
H 1.708 0.254 -1.610 -0.2 0.0 0.0
H 0.777 2.309 -0.373 0.3 -0.1 0.2
H -1.003 1.534 2.487 -0.1 0.1 -0.1
H -1.607 -0.738 1.033 0.2 0.0 0.0
```
Forces are in eV/Å.